Molecular formula: C5H8O
Method: DFT, ωB97M-V/def2-TZVPD

Structure (XYZ):
```
14
Properties=species:S:1:pos:R:3:forces:R:3:nbo_charge:R:1
C 0.647 -1.197 -1.713 -0.197 0.137 0.002 -0.71
C -0.233 -0.636 -0.617 0.055 -0.291 0.341 0.59
O -1.253 -1.220 -0.305 0.150 0.316 -0.267 -0.57
C 0.256 0.520 0.198 0.061 -0.068 -0.234 -0.36
C -0.838 1.350 0.828 -0.151 0.144 -0.003 -0.39
C -0.027 0.452 1.688 -0.007 -0.013 0.172 -0.39
H 1.426 -0.534 -2.095 -0.182 0.044 0.149 0.22
H 1.118 -2.030 -1.199 0.321 -0.288 -0.168 0.24
H 0.046 -1.601 -2.534 0.065 0.094 0.221 0.24
H 1.172 1.017 -0.114 -0.213 -0.115 -0.014 0.22
H -1.842 1.017 0.582 0.137 0.109 0.069 0.24
H -0.682 2.422 0.878 -0.014 -0.144 0.048 0.22
H 0.703 0.901 2.356 -0.077 -0.093 -0.190 0.22
H -0.491 -0.463 2.047 0.051 0.170 -0.127 0.23
```
Positions in Å, forces in eV/Å.

- E_HOMO: -9.7 eV
- SMILES string: CC(=O)C1CC1
- Gap between HOMO and LUMO: 10.7 eV
- Energy relative to the best compared isomer or geometry (same formula, charge and spin): 0.889 eV